(1)
Computed, not measured: a cluster of 17 separate species, C47H138N10O17 in total at a distorted geometry, with wB97M-V/def2-TZVPD.

LUMO level in Eh: 0.0059
Charge: 0
Energy above the lowest of the compared OMol25 structures with the same formula, charge and spin in kJ/mol: 774.4
Orbital gap in eV: 8.5
HOMO in eV: -8.3759

```
212
C47H138N10O17, DFT wB97M-V/def2-TZVPD
O -0.405 5.252 -0.736
O -6.044 1.596 -0.818
O -0.037 -0.268 1.466
O 1.891 -0.412 -5.421
O -3.629 -7.538 0.016
O 3.728 -3.570 -1.615
O 3.947 -4.545 3.798
O -1.780 3.861 -7.762
O -4.694 0.716 4.554
O -1.007 1.782 6.529
O -2.964 -1.378 -2.390
O 0.900 -6.764 -0.531
O -3.138 -2.432 3.637
O -0.273 -1.304 -1.517
O -2.212 6.172 4.043
O 5.231 -0.038 1.567
O 1.995 -2.312 6.196
N 5.853 -6.831 2.732
N -1.074 -8.710 -0.372
N -5.349 4.018 -3.544
N 0.284 -3.002 -7.737
N 4.007 3.157 3.287
N 2.465 5.839 -0.659
N 4.434 -2.398 -4.923
N -3.564 3.168 -5.731
N 1.011 2.609 3.434
N -1.712 8.055 7.254
C 1.143 -1.610 -5.840
C -3.477 5.561 3.719
C 1.330 -2.056 -7.356
C 3.720 -3.174 3.644
C 5.497 -6.431 4.117
C 0.359 5.324 -1.895
C -1.735 2.351 -4.250
C 4.145 -2.679 -2.561
C 2.014 -5.828 -0.902
C -1.392 -0.030 1.627
C -2.130 3.186 -5.515
C -3.811 -1.017 -1.361
C 5.293 1.096 2.398
C -0.628 1.842 5.124
C -3.516 -6.144 0.113
C 5.208 -4.902 4.351
C 3.991 2.022 2.318
C -1.423 7.762 5.864
C 1.551 -1.039 6.708
C 1.325 -0.993 -8.411
C 6.380 -0.717 1.284
C -5.767 2.102 -2.134
C 4.001 -3.375 -3.948
C 3.582 2.625 0.935
C 0.728 2.458 4.829
C 2.426 6.329 -2.932
C -1.422 2.852 -6.785
C 0.839 3.801 5.523
C -1.705 -8.694 -2.685
C 0.094 7.555 5.700
C -7.243 4.231 -2.208
C -0.025 -6.944 -1.672
C 3.828 -3.157 -0.270
C 1.545 6.308 -1.686
C -2.290 6.547 5.438
C -5.767 3.686 -2.209
C -0.494 -8.431 -1.730
C 4.873 -4.654 -4.258
C -0.164 -2.655 -1.170
C -2.344 1.380 6.746
C 6.694 -6.836 4.952
C 1.377 -0.037 -4.121
C -7.378 1.194 -0.610
C -4.538 1.412 3.371
C -1.170 3.570 -8.984
C -1.723 4.774 -0.943
C -4.253 -3.214 3.286
H -3.523 -5.709 -0.887
H 7.618 -6.492 4.488
H 4.410 -2.752 -5.869
H -4.111 6.288 3.212
H -6.022 3.599 -4.170
H 2.064 5.931 0.264
H -2.465 0.541 6.061
H -5.345 2.068 3.045
H 1.774 0.916 -3.771
H 3.597 -1.737 -2.561
H 4.715 -5.067 -5.254
H 1.157 7.296 -1.440
H -0.352 2.921 -6.592
H -0.723 2.485 -3.867
H -3.265 6.911 5.763
H 6.126 -1.342 0.428
H -3.402 -1.548 3.902
H -7.696 0.588 -1.459
H -1.615 0.657 0.810
H 1.406 -2.459 -5.208
H -3.969 3.665 -4.950
H 4.175 3.406 0.460
H -1.783 8.677 5.393
H 4.240 -2.727 2.797
H -2.421 7.405 7.563
H 3.696 -1.714 -4.841
H -1.556 -8.071 -3.567
H -4.559 -1.770 -1.109
H -5.247 1.177 5.189
H 2.656 -6.128 -1.730
H 4.410 -5.486 -3.727
H -1.632 1.837 -7.124
H -4.752 1.775 -2.356
H 1.224 -1.391 -9.420
H 2.481 4.837 -0.783
H -5.189 4.166 -1.420
H -0.097 4.352 5.435
H -5.506 5.001 -3.717
H 5.743 -7.835 2.765
H 5.252 -6.402 2.043
H -1.894 -9.743 -2.909
H 1.897 3.044 3.219
H 3.330 6.913 -2.760
H -0.898 7.892 7.829
H -1.069 -1.180 -2.039
H 6.650 -7.925 4.935
H -2.009 5.776 6.156
H -1.334 2.513 -9.192
H 0.972 3.766 6.605
H 1.463 1.772 5.250
H -1.717 3.948 -1.656
H 0.695 -0.526 6.270
H -7.306 5.309 -2.354
H 0.699 8.388 6.059
H 0.438 -3.888 -7.276
H -7.843 3.825 -3.022
H -1.570 0.410 2.608
H 5.196 -2.534 -2.313
H 0.943 1.812 2.819
H 4.582 3.876 2.872
H -4.675 -2.667 2.443
H 2.620 5.332 -3.329
H 4.525 2.988 4.138
H 2.637 -5.760 -0.010
H 4.020 -2.669 4.562
H 5.590 0.851 3.417
H 2.241 -2.635 -7.209
H 1.486 -0.717 -3.276
H -7.862 4.168 -1.313
H -4.969 -3.442 4.076
H 7.250 -0.157 0.942
H 6.568 -6.564 6.000
H -4.017 5.113 4.553
H 1.526 -4.962 -1.349
H -3.821 3.772 -6.498
H 2.949 -3.657 -3.925
H 3.140 1.402 2.599
H 5.908 -4.606 -3.918
H -3.302 -0.758 -0.432
H -2.144 4.255 -5.306
H -0.864 -6.290 -1.433
H -1.774 1.262 -4.216
H 1.633 4.375 5.047
H 2.155 -0.300 -8.273
H -0.126 3.860 -9.096
H -3.755 -4.179 3.199
H 0.455 6.740 6.328
H -0.672 -2.745 -7.538
H 1.951 6.746 -3.820
H 4.625 -7.010 4.423
H -0.291 5.717 -2.677
H -2.576 -5.822 0.561
H 0.395 -9.059 -1.784
H 6.708 -1.385 2.081
H -3.431 4.729 3.016
H 1.308 -1.166 7.763
H -2.527 0.872 7.694
H -3.658 2.041 3.504
H 6.106 1.766 2.118
H -1.035 -2.721 -0.518
H -0.347 -8.475 0.288
H -4.316 -5.711 0.712
H -0.136 -3.401 -1.965
H -4.236 -0.040 -1.593
H -4.286 0.760 2.534
H 3.529 1.803 0.221
H -2.614 -8.229 -2.304
H 2.636 -3.096 3.556
H -1.404 2.423 4.625
H -2.806 -7.902 -0.317
H -3.077 2.165 6.562
H 5.175 -4.663 5.414
H 1.424 -2.558 5.464
H 6.048 -4.372 3.903
H -1.249 -9.704 -0.334
H -2.390 5.535 -1.347
H -2.157 4.531 0.026
H 0.783 -2.854 -0.670
H -8.090 2.010 -0.487
H 0.412 -0.450 -8.164
H 0.355 7.235 4.691
H -6.310 1.613 -2.942
H 4.848 -3.046 0.099
H 3.288 -3.804 0.421
H 0.316 0.213 -4.118
H 0.815 4.355 -2.097
H -1.836 4.098 -9.667
H -0.508 0.835 4.723
H -7.334 0.418 0.154
H -2.433 2.776 -3.529
H 0.428 -6.670 -2.624
H 0.000 -0.647 0.585
H 2.418 -0.391 6.581
H 2.551 2.958 1.052
H -1.937 -0.970 1.537
H 3.411 -2.162 -0.121
H -3.528 -1.221 -3.151
H 0.108 -1.471 -5.527
```

(2)
Computed, not measured: a cluster of 2 separate species, C3H8O in total at a distorted geometry, with wB97M-V/def2-TZVPD.

Structure (SMILES): C=CO.C
LUMO level in Eh: 0.0228
Charge: 0
Energy above the lowest of the compared OMol25 structures with the same formula, charge and spin in kJ/mol: 246.9
Orbital gap in eV: 9.5
HOMO in eV: -8.9020

```
12
C3H8O, DFT wB97M-V/def2-TZVPD
O 0.903 -2.407 0.106
C -1.769 1.375 -0.319
C 1.483 -0.110 -0.213
C 1.215 -1.173 0.585
H -1.737 0.399 -0.811
H 0.717 0.385 -0.818
H 1.884 -1.227 1.475
H -2.776 1.764 -0.164
H -1.217 2.189 -0.793
H -1.229 1.149 0.601
H 0.139 -2.836 0.511
H 2.388 0.492 -0.159
```